The following is a quantum chemistry calculation of a cluster of 2 separate species, C11H15N in total at a distorted geometry, from the OMol25 dataset.

Structure (XYZ):
```
27
Properties=species:S:1:pos:R:3:nbo_charge:R:1
N 0.01659 -0.67578 1.86330 -0.5443
C -0.34279 2.42392 0.02883 -0.6160
C -1.02246 -1.44728 -1.95607 -0.2480
C 3.09941 -1.73857 0.14499 -0.6530
C -0.38919 -0.71864 0.55736 0.1677
C 1.35195 -1.10338 1.91039 -0.0595
C -1.89629 -0.68256 -1.22090 -0.2175
C 0.23067 -1.86340 -1.50372 -0.1814
C -1.62677 -0.26172 0.08051 -0.2485
C 1.70371 -1.54168 0.67975 -0.0691
C -1.68269 3.13642 0.07272 -0.6224
C 0.57471 -1.40752 -0.24166 -0.1105
H -2.89876 -0.54299 -1.61607 0.2117
H 3.28096 -0.67937 -0.12706 0.2267
H 3.24660 -1.97456 -0.90642 0.2330
H -2.45289 2.40303 -0.23725 0.2037
H -2.08694 3.32497 1.08100 0.2029
H 3.83070 -2.10535 0.88670 0.2248
H 0.90708 -2.37109 -2.18109 0.2170
H -0.06296 2.04444 1.01107 0.1982
H -1.25401 -1.71529 -2.99012 0.2095
H 0.44683 3.15180 -0.28355 0.2012
H -0.47229 -0.11679 2.54002 0.4084
H -2.40224 0.04091 0.78946 0.2190
H 1.90866 -1.24450 2.81686 0.2148
H -1.77997 4.03505 -0.51697 0.2106
H -0.22761 1.62994 -0.68205 0.2209
```

Its multiplicity is 1. Its HOMO energy is -0.2857 hartree. Its HOMO-LUMO gap is 8.7 eV. The molar mass comes out at 161.2 g/mol. Its energy above the lowest of the compared OMol25 structures with the same formula, charge and spin is 36.72 kcal per mole.

=====

The following is a quantum chemistry calculation of a cluster of 2 separate species, C11H15N in total at a distorted geometry, from the OMol25 dataset.

Structure (XYZ):
```
27
Properties=species:S:1:pos:R:3:lowdin_spin:R:1
N 0.74910 0.35585 -1.32127 0.1881
C 1.13631 4.13927 2.85532 0.0000
C -0.41809 -0.51576 -1.24115 0.0151
C -1.17548 -2.35226 0.04902 0.1263
C 0.82176 4.53971 1.39104 0.0000
C -2.36079 -1.66105 -1.98598 0.1102
C 1.60723 -1.66199 1.64524 0.0392
C -0.18891 -1.39642 -0.18849 0.0087
C 1.04026 -0.98648 0.45629 0.2383
C -2.25155 -2.42717 -0.81568 0.0023
C -1.46213 -0.56561 -2.09575 0.0472
C 1.60286 0.04361 -0.28841 0.1807
H 1.69980 5.09185 1.07772 0.0000
H 0.62075 1.25988 -1.75366 0.0046
H -1.81240 0.14187 -2.84481 0.0015
H 1.55116 3.15211 3.07707 0.0000
H -3.21116 -1.75253 -2.62573 0.0054
H 2.55243 0.52388 -0.10722 0.0042
H -3.04929 -3.14359 -0.68800 -0.0024
H 0.92993 -2.43518 1.99642 0.0003
H 2.50067 -2.31096 1.47778 0.0159
H 0.21483 4.13427 3.42660 0.0000
H -0.01927 5.20383 1.21735 0.0000
H -1.00900 -3.13283 0.82628 0.0044
H 1.82211 -0.93105 2.41637 0.0100
H 1.83510 4.91770 3.19425 0.0000
H 0.58268 3.69675 0.74198 0.0000
```

Its multiplicity is 2. Its HOMO energy (alpha / beta) is -0.4857 / -0.4990 hartree. Its expectation value of S² is 0.77. Its HOMO-LUMO gap (alpha / beta) is 9.4 / 6.4 eV. The molar mass comes out at 161.2 g/mol. As for the total charge: +1. Its energy above the lowest of the compared OMol25 structures with the same formula, charge and spin is 22.95 kcal per mole.

=====

The following is a quantum chemistry calculation of the ion C11H15N2O with charge +1 at a distorted geometry, from the OMol25 dataset.

Structure (XYZ):
```
29
Properties=species:S:1:pos:R:3:nbo_charge:R:1
O 1.56124 -0.90059 1.16918 -0.3110
N 0.74733 -1.15278 -1.39817 -0.5009
N 2.07781 -1.83314 0.28363 -0.2444
C 1.58170 -2.03226 -0.90606 0.3355
C -2.93872 -1.20520 1.03450 -0.1745
C -1.54517 -1.07750 0.73080 -0.2358
C -3.48351 0.46264 -0.63620 -0.1963
C -3.87475 -0.43378 0.30560 -0.1948
C 0.62316 1.28163 1.42078 -0.6291
C 0.29889 0.06926 -0.70151 -0.0699
C 2.49456 1.07318 -0.11630 -0.6740
C -2.11980 0.50636 -0.98534 -0.2046
C 1.37167 0.33809 0.49215 0.2371
C -1.17295 -0.16385 -0.26529 -0.0881
H 0.10540 0.96330 2.28154 0.2518
H 3.10133 1.80734 0.64811 0.2459
H -1.86592 1.35067 -1.76682 0.2224
H 2.64108 -2.47445 0.78738 0.4312
H 2.17006 1.82971 -0.84193 0.2512
H 0.41063 -1.32935 -2.31040 0.4324
H -3.40762 -1.80763 1.76009 0.2279
H -0.95382 -1.57924 1.50486 0.2372
H 0.31299 0.86450 -1.43698 0.2364
H -4.20773 1.11358 -1.17301 0.2366
H 3.29418 0.38689 -0.41113 0.2349
H 0.00228 1.85207 0.76082 0.2293
H 1.90268 -2.95846 -1.35197 0.2545
H -4.94305 -0.55891 0.57568 0.2301
H 1.38853 1.85804 1.92592 0.2288
```

Its multiplicity is 1. Its HOMO energy is -0.4599 hartree. Its HOMO-LUMO gap is 9.4 eV. The molar mass comes out at 191.3 g/mol. As for the total charge: +1. Its energy above the lowest of the compared OMol25 structures with the same formula, charge and spin is 43.64 kcal per mole.

=====

The following is a quantum chemistry calculation of a cluster of 2 separate species, C11H15NO in total at a distorted geometry, from the OMol25 dataset.

Structure (XYZ):
```
28
Properties=species:S:1:pos:R:3:nbo_charge:R:1
O -2.11033 1.44839 0.00180 -0.7370
N 0.96067 0.54869 1.11239 -0.5622
C 1.38896 -0.82711 -2.32403 -0.2121
C 0.72542 -2.51741 -0.73222 -0.2041
C 0.70732 -1.55902 0.28350 -0.0347
C 1.06932 -2.16071 -2.02706 -0.2345
C 1.26381 0.14180 -1.35052 -0.2388
C -2.50374 3.58503 -1.02434 -0.6384
C 0.75073 -1.63873 1.72785 -0.0966
C 0.92610 -0.37407 2.17079 -0.0383
C 0.56658 -2.85902 2.54887 -0.6357
C -1.47950 2.57580 -0.62219 -0.0668
C 0.95214 -0.22149 -0.04210 0.1299
H 0.93086 -2.75063 3.57074 0.2230
H 0.95980 -3.74144 2.04244 0.2204
H -0.95664 2.11411 -1.46581 0.1703
H -1.53541 1.07735 0.67710 0.4777
H 1.46184 1.41833 1.16365 0.4080
H 1.40977 1.18812 -1.59595 0.2091
H -3.05636 3.30312 -1.90955 0.2101
H 0.43762 -3.52387 -0.54585 0.2084
H -0.46793 -3.14325 2.80745 0.2199
H 1.29382 -3.00663 -2.64629 0.2146
H -0.72591 3.03588 0.02119 0.1534
H 1.59390 -0.47983 -3.32465 0.2150
H 0.81463 -0.00113 3.18013 0.2087
H -2.06563 4.53311 -1.34770 0.2088
H -3.31184 3.83459 -0.34963 0.2219
```

Its multiplicity is 1. Its HOMO energy is -0.2982 hartree. Its HOMO-LUMO gap is 8.9 eV. The molar mass comes out at 177.2 g/mol. Its energy above the lowest of the compared OMol25 structures with the same formula, charge and spin is 13.31 kcal per mole.

=====

The following is a quantum chemistry calculation of the molecule C11H15NO at a distorted geometry, from the OMol25 dataset.

Structure (XYZ):
```
28
Properties=species:S:1:pos:R:3:nbo_charge:R:1
O 1.50626 -0.30925 -3.18305 -0.5008
N -2.71701 1.47914 2.68227 -0.8356
C 0.06549 0.32980 -1.34958 -0.2620
C 1.64850 -1.25564 0.23581 -0.1660
C -1.46564 0.87375 0.58635 -0.4419
C 0.19285 -1.00349 2.26847 -0.4275
C 1.13607 -0.28370 -1.88268 0.2803
C 0.42831 -0.75056 0.80130 -0.0417
C -0.28230 0.15717 0.01065 -0.0169
C 1.02551 0.75125 -4.05399 -0.2677
C -1.43601 0.92329 2.16817 -0.0270
C 1.94312 -1.07953 -1.06109 -0.2537
C -1.14262 -0.50982 2.70336 -0.4011
H 2.90969 -1.47578 -1.44137 0.2248
H -1.16321 -0.54293 3.80199 0.2190
H -0.15309 0.70560 -4.17355 0.1760
H -3.19181 2.20573 2.08785 0.3628
H 1.47247 0.54255 -5.08016 0.2115
H 2.26803 -1.81975 0.92662 0.2047
H -2.40591 0.38778 0.36241 0.2073
H -1.55649 1.83757 0.10510 0.2117
H -0.53935 1.11706 -1.86119 0.2076
H 0.97875 -0.51051 2.89890 0.2097
H -3.38480 0.64224 2.61344 0.3399
H -0.62476 1.51836 2.61683 0.1861
H -1.99993 -1.06823 2.32642 0.1893
H 0.38469 -2.04322 2.49470 0.2221
H 1.29510 1.70843 -3.55005 0.1892
```

Its multiplicity is 1. Its HOMO energy is -0.3005 hartree. Its HOMO-LUMO gap is 9.1 eV. The molar mass comes out at 177.2 g/mol. Its energy above the lowest of the compared OMol25 structures with the same formula, charge and spin is 20.16 kcal per mole.

=====

The following is a quantum chemistry calculation of a cluster of 2 separate species, C11H15NO3 in total at a distorted geometry, from the OMol25 dataset.

Structure (XYZ):
```
30
Properties=species:S:1:pos:R:3:nbo_charge:R:1
O 0.25103 -2.04190 -2.01365 -0.5836
O 1.31996 -0.36998 -2.97477 -0.4851
O 1.37328 1.20410 2.00438 -0.7247
N 0.52228 -0.67146 -2.12804 0.4066
C -2.90442 -1.80044 0.46082 -0.2037
C 1.77745 -0.73811 0.55145 -0.5387
C -3.14688 -1.00601 1.57921 -0.2212
C 2.01237 0.49828 1.01661 0.3342
C -1.52866 0.54497 0.75670 -0.2448
C -2.34264 0.14708 1.71423 -0.2120
C -0.13327 0.15332 -1.29449 0.1137
C 0.11519 1.56154 -1.44596 -0.6778
C -1.17837 -0.33151 -0.32939 -0.0516
C -1.96606 -1.43814 -0.54176 -0.1907
C 3.24494 1.23805 0.51249 -0.6703
H -2.73109 0.84131 2.57023 0.2124
H 0.78490 -1.11763 0.89303 0.2087
H 0.94069 1.94340 -2.04866 0.2604
H 3.21106 2.12332 1.01043 0.2190
H 0.40460 1.96790 -0.51076 0.2288
H 0.81491 -2.61513 -2.58955 0.5059
H -0.69624 2.26331 -1.72748 0.2348
H 3.08947 1.42777 -0.54858 0.2219
H -3.50432 -2.73575 0.33214 0.2176
H 0.39845 1.09534 2.17945 0.5020
H -3.78148 -1.14400 2.49895 0.2271
H 4.18302 0.81583 0.75881 0.2243
H -1.12149 1.52248 0.88907 0.2156
H 2.46932 -1.21004 -0.16026 0.2243
H -1.87801 -2.12791 -1.41463 0.2470
```

Its multiplicity is 1. Its HOMO energy (alpha / beta) is -0.2892 / -0.2892 hartree. Its HOMO-LUMO gap (alpha / beta) is 8.3 / 8.3 eV. The molar mass comes out at 209.2 g/mol. Its energy above the lowest of the compared OMol25 structures with the same formula, charge and spin is 133.77 kcal per mole.